Arrangement i

12
Properties=species:S:1:pos:R:3 method="wB97M-V/def2-TZVPD" molar_mass_g_mol=102.16 smiles="C/N=C(/N)C=S" homo_energy_ha=-0.32766
C 0.542 2.444 0.517
N -0.559 1.685 0.025
C -0.532 0.424 -0.183
N -1.559 -0.176 -0.872
C 0.628 -0.439 0.212
S 0.683 -2.036 0.112
H 0.378 3.536 0.373
H 1.492 2.186 -0.028
H 0.702 2.429 1.636
H -2.433 0.347 -0.878
H -1.584 -1.177 -0.849
H 1.504 0.110 0.611



Arrangement ii

12
Properties=species:S:1:pos:R:3 method="wB97M-V/def2-TZVPD" molar_mass_g_mol=102.16 homo_energy_ha=-0.34802
C -2.394 0.689 -0.538
C 1.842 -0.246 -0.149
C 2.115 -1.465 -0.956
N -3.164 1.581 -0.805
N 1.666 0.656 0.479
S -1.575 -0.367 0.269
H -0.807 1.395 3.902
H 1.650 -2.384 -0.467
H 3.270 -1.501 -1.098
H 1.861 -1.233 -2.048
H -3.502 1.846 -1.681
H -0.961 1.030 3.091



Most stable structure - arrangement i; separation to the second - 1.457 eV.



Arrangement i

12
Properties=species:S:1:pos:R:3 method="wB97M-V/def2-TZVPD" molar_mass_g_mol=102.16 homo_energy_ha=-0.32986
H 2.277 0.771 0.016
N 2.507 -0.219 -0.077
C 1.451 -0.907 -0.147
N 0.074 -0.568 -0.143
S -1.100 -1.754 -0.171
C -0.340 0.759 -0.097
C -1.551 1.309 -0.109
H 1.538 -1.960 -0.115
H -1.357 -1.889 1.153
H 0.586 1.329 -0.050
H -1.604 2.377 -0.093
H -2.480 0.753 -0.167



Arrangement ii

12
Properties=species:S:1:pos:R:3 method="wB97M-V/def2-TZVPD" molar_mass_g_mol=102.16 smiles="NC(=S)N1CC1" homo_energy_ha=-0.30720
N -1.347 1.478 0.049
C -1.053 0.154 -0.119
S -2.228 -1.073 0.048
N 0.217 -0.096 -0.555
C 0.961 -1.289 -0.102
C 1.350 0.043 0.369
H -0.874 2.125 -0.624
H -2.363 1.623 -0.017
H 0.376 -1.956 0.513
H 1.537 -1.740 -0.871
H 2.254 0.421 -0.099
H 1.167 0.311 1.408



Arrangement iii

12
Properties=species:S:1:pos:R:3 method="wB97M-V/def2-TZVPD" molar_mass_g_mol=102.16 smiles="N[C@@H]1CNC1=S" homo_energy_ha=-0.30244
N 0.410 1.726 -0.184
C 0.127 0.482 0.470
C 0.724 -0.885 0.009
N -0.648 -1.336 -0.145
C -1.226 -0.160 0.092
S -2.784 0.348 0.024
H 1.374 2.014 0.010
H 0.315 1.634 -1.229
H 0.195 0.661 1.519
H 1.277 -1.432 0.759
H 1.297 -0.836 -0.901
H -1.062 -2.216 -0.423



Most stable structure - arrangement iii; separation to the second - 0.222 eV.



Arrangement i

12
Properties=species:S:1:pos:R:3 method="wB97M-V/def2-TZVPD" molar_mass_g_mol=102.16 homo_energy_ha=-0.31261
C -1.487 0.181 0.751
C 0.148 -0.555 -0.358
C 1.358 -0.384 0.547
N -1.527 1.385 0.436
N 0.045 0.351 -1.393
S -0.689 1.948 -0.872
H -2.016 -0.347 1.435
H -0.151 -1.517 -0.553
H 1.675 0.541 0.135
H 2.114 -1.191 0.366
H 0.980 -0.283 1.645
H -0.451 -0.128 -2.138



Arrangement ii

12
Properties=species:S:1:pos:R:3 method="wB97M-V/def2-TZVPD" molar_mass_g_mol=102.16 smiles="S=CNN1CC1" homo_energy_ha=-0.30833
S 2.031 -0.474 -0.011
C 1.057 0.834 0.106
N -0.289 1.051 0.016
N -1.179 0.140 -0.626
C -2.329 -0.046 0.244
C -1.308 -1.102 0.134
H 1.567 1.777 0.361
H -0.657 2.009 -0.174
H -2.211 0.655 1.083
H -3.342 -0.157 -0.162
H -1.441 -1.899 -0.569
H -0.646 -1.262 1.005



Most stable structure - arrangement ii; separation to the second - 0.611 eV.



Arrangement i

10
Properties=species:S:1:pos:R:3 method="wB97M-V/def2-TZVPD" molar_mass_g_mol=104.13 homo_energy_ha=-0.34656
C 1.313 -0.855 -0.108
C -1.152 -0.129 -0.107
C -0.778 1.270 0.186
H 1.511 -0.069 0.566
H 1.638 -2.031 0.094
H 1.788 -0.456 -1.008
H -1.573 1.743 1.288
O -0.196 -1.054 -0.155
O 0.145 1.876 -0.499
S -2.697 -0.294 -0.257



Arrangement ii

10
Properties=species:S:1:pos:R:3 method="wB97M-V/def2-TZVPD" molar_mass_g_mol=104.13 homo_energy_ha=-0.34518
C 0.977 0.494 0.287
C -0.035 -0.595 -0.220
C -1.381 -0.220 -0.745
O 0.394 -1.788 -0.336
O 2.181 -0.043 0.627
S -2.504 0.280 0.313
H 0.944 1.182 -0.611
H 0.636 1.005 1.263
H 2.071 -0.882 0.144
H -3.282 0.566 -0.723



Arrangement iii

10
Properties=species:S:1:pos:R:3 method="wB97M-V/def2-TZVPD" molar_mass_g_mol=104.13 smiles="C=C=O.O=CS" homo_energy_ha=-0.34815
C 0.865 -0.824 -0.201
C 2.016 -0.488 0.250
O 3.050 -0.130 0.666
H 0.805 -0.631 -1.291
H 0.005 -1.385 0.091
O -0.632 1.682 -0.790
C -0.729 0.882 0.109
S -2.157 -0.140 0.468
H -0.078 0.788 1.005
H -3.145 0.245 -0.307



Most stable structure - arrangement iii; separation to the second - 1.205 eV.



Arrangement i

17
Properties=species:S:1:pos:R:3 method="wB97M-V/def2-TZVPD" molar_mass_g_mol=105.21 smiles=CCSCNC homo_energy_ha=-0.31502
C 1.320 -1.458 1.907
C 0.054 -0.674 1.617
S -0.803 -0.787 -0.002
C -1.031 1.026 -0.422
N -0.207 1.617 -1.451
C 1.138 1.019 -1.643
H 1.193 -2.541 1.819
H 1.688 -1.301 2.918
H 2.069 -1.146 1.174
H 0.318 0.394 1.640
H -0.587 -0.758 2.500
H -0.701 1.474 0.522
H -2.091 1.187 -0.581
H -0.691 1.622 -2.333
H 1.582 0.811 -0.671
H 1.692 1.788 -2.170
H 1.064 0.043 -2.123



Arrangement ii

17
Properties=species:S:1:pos:R:3 method="wB97M-V/def2-TZVPD" molar_mass_g_mol=105.21 homo_energy_ha=-0.32241
C 1.426 -1.098 -0.361
C 0.181 -0.201 0.136
C 0.007 -0.058 1.679
C 0.182 1.017 -0.616
H 2.400 -1.002 0.318
H 1.566 -0.931 -1.478
H 0.945 -2.279 -0.409
H 0.590 1.001 2.313
H -0.875 0.332 2.203
H 0.125 -1.041 2.174
H -2.283 0.056 0.145
H -0.040 0.819 -1.635
H -0.841 1.624 -0.643
H 1.680 1.910 -1.506
H 1.151 2.969 0.229
N 1.209 1.889 -0.342
S -1.479 -0.915 -0.272



Most stable structure - arrangement i; separation to the second - 4.427 eV.



Arrangement i

17
Properties=species:S:1:pos:R:3 method="wB97M-V/def2-TZVPD" molar_mass_g_mol=105.21 smiles=CN[C@H](C)CS homo_energy_ha=-0.33177
C 2.674 0.290 0.953
N 1.485 0.898 0.353
C 0.405 -0.052 0.109
C 0.729 -0.918 -1.095
C -0.873 0.758 -0.115
S -2.388 -0.246 -0.148
H 3.148 -0.415 0.286
H 3.391 1.085 1.137
H 2.432 -0.237 1.879
H 1.154 1.511 1.092
H 0.235 -0.699 0.986
H 1.691 -1.390 -0.967
H 0.008 -1.722 -1.202
H 0.732 -0.294 -1.989
H -0.951 1.507 0.678
H -0.782 1.268 -1.071
H -1.814 -1.409 0.178



Arrangement ii

17
Properties=species:S:1:pos:R:3 method="wB97M-V/def2-TZVPD" molar_mass_g_mol=105.21 smiles=CCNCCS homo_energy_ha=-0.33398
C 0.275 -0.313 2.454
C 0.967 0.342 1.253
N 0.923 -0.580 0.094
C -0.321 -0.611 -0.625
C -0.513 0.447 -1.748
S -1.554 -0.348 -3.104
H 0.917 -1.010 2.979
H -0.545 -0.914 2.063
H -0.162 0.431 3.120
H 0.677 1.376 1.012
H 2.022 0.534 1.480
H 1.647 -0.216 -0.537
H -0.447 -1.560 -1.160
H -1.148 -0.448 0.065
H 0.398 0.834 -2.194
H -1.224 1.222 -1.474
H -1.912 0.814 -3.678



Most stable structure - arrangement i; separation to the second - 0.506 eV.



Arrangement i

17
Properties=species:S:1:pos:R:3 method="wB97M-V/def2-TZVPD" molar_mass_g_mol=105.21 homo_energy_ha=-0.26876
C 1.174 -0.308 0.545
N 2.455 -0.896 -0.064
C 2.535 -0.474 -1.524
C -3.744 -0.379 0.883
S -2.318 0.552 0.086
C 0.845 1.223 0.346
H 1.062 -0.751 1.564
H 0.333 -0.797 -0.098
H 2.929 0.551 -1.766
H 3.022 -1.273 -2.093
H 1.498 -0.398 -1.962
H -3.714 -1.463 0.549
H -3.600 -0.308 2.060
H -4.702 0.090 0.537
H 0.050 1.252 -0.489
H 1.730 1.822 0.104
H 0.444 1.557 1.323



Arrangement ii

17
Properties=species:S:1:pos:R:3 method="wB97M-V/def2-TZVPD" molar_mass_g_mol=105.21 smiles=CN[C@H](C)CS homo_energy_ha=-0.32047
C -2.224 0.132 0.502
N -1.001 -0.622 0.316
C 0.219 0.158 0.126
C 0.448 0.333 -1.395
C 1.349 -0.556 0.837
S 2.850 0.435 1.084
H -2.552 0.662 -0.405
H -3.017 -0.571 0.768
H -2.210 0.880 1.297
H -1.121 -1.288 -0.434
H 0.052 1.151 0.530
H 1.358 0.845 -1.696
H 0.448 -0.672 -1.821
H -0.415 0.881 -1.760
H 1.031 -0.749 1.857
H 1.544 -1.521 0.389
H 3.241 0.502 -0.193



Most stable structure - arrangement ii; separation to the second - 6.327 eV.